1.
A 13-piece molecular cluster, C26H78O13 overall in a non-equilibrium geometry, computed with ωB97M-V/def2-TZVPD.

```
117
Properties=species:S:1:pos:R:3:forces:R:3
C 3.05525 3.57639 1.20317 0.882 -0.456 0.660
C 2.24514 4.14886 0.10570 -0.212 0.737 -1.206
O 0.86125 3.77792 0.26827 0.392 0.035 -0.027
H 2.73894 3.93689 2.18035 -0.071 -0.091 -0.083
H 4.11116 3.84376 1.09112 -0.110 0.087 -0.124
H 3.03854 2.48359 1.19258 -0.153 0.013 0.098
H 2.61283 3.81320 -0.88027 -0.172 -0.278 0.227
H 2.35784 5.23841 0.02829 -0.229 -0.057 0.406
H 0.30479 4.49749 -0.04154 -0.064 -0.078 -0.061
C 0.61638 4.68067 3.60153 0.188 -0.039 0.070
C -0.57132 5.62011 3.57844 -0.563 -0.572 -0.095
O -1.77195 4.98884 4.01800 0.201 -0.126 -0.369
H 1.55458 5.23836 3.50026 -0.089 -0.017 0.018
H 0.56771 3.96383 2.78120 -0.080 -0.037 0.072
H 0.63931 4.13597 4.54592 0.035 0.017 0.041
H -0.72405 5.96442 2.54672 0.143 0.399 0.134
H -0.40830 6.45598 4.25388 0.002 0.204 -0.112
H -2.07625 4.38888 3.30381 -0.003 0.161 0.380
C 4.88633 0.21244 -1.02831 0.512 -0.222 -0.128
C 4.24253 -0.85150 -0.16211 0.122 0.055 0.230
O 3.40251 -0.26050 0.81073 -0.791 0.049 -0.366
H 4.11079 0.85561 -1.44470 0.057 0.067 -0.084
H 5.46270 -0.24306 -1.84198 -0.177 0.029 -0.050
H 5.59998 0.81093 -0.46006 -0.200 0.123 0.103
H 4.98025 -1.41068 0.41954 0.125 -0.004 -0.233
H 3.72533 -1.57590 -0.81075 -0.193 0.093 0.193
H 2.61174 0.12002 0.35116 0.529 -0.212 0.392
C -0.08760 -0.91755 0.47377 0.164 -1.061 0.849
C -0.08802 0.56245 0.31091 -0.286 0.670 -0.746
O 1.15514 0.94729 -0.30469 0.013 0.131 0.191
H -1.05221 -1.32353 0.77928 -0.173 0.314 -0.172
H 0.58467 -1.22222 1.28457 0.234 0.067 -0.224
H 0.20978 -1.45851 -0.42589 0.073 0.209 -0.129
H -0.23660 1.10169 1.24756 0.078 -0.137 0.083
H -0.91224 0.86433 -0.35294 0.080 0.008 0.069
H 1.24636 1.91110 -0.21083 -0.332 -0.198 -0.031
C -2.47998 3.81103 -3.45038 -0.113 0.744 -0.229
C -2.30784 2.46416 -2.81475 -0.244 -0.518 0.201
O -3.55622 1.92782 -2.39399 -0.031 -0.124 -0.004
H -1.51787 4.21451 -3.78290 -0.022 -0.074 0.053
H -2.90379 4.52440 -2.73882 0.023 -0.080 0.015
H -3.15074 3.80027 -4.31201 0.037 -0.215 0.020
H -1.67532 2.57820 -1.92346 0.183 -0.165 -0.192
H -1.83316 1.76923 -3.51878 0.122 0.069 0.110
H -3.66558 1.02492 -2.75448 0.084 0.507 -0.022
C 0.33052 0.60998 4.10571 -0.281 -0.500 0.007
C -0.38039 -0.71737 4.36047 0.545 -0.141 0.393
O -1.69848 -0.56396 4.92974 0.645 -0.066 -0.284
H -0.37684 1.33394 3.70327 0.104 0.164 -0.032
H 1.13990 0.44840 3.39174 0.036 0.104 -0.008
H 0.76747 0.97289 5.03538 -0.062 0.238 -0.024
H 0.26816 -1.33065 5.00755 -0.352 0.063 0.047
H -0.47864 -1.30182 3.44781 -0.366 0.135 -0.144
H -1.59875 -0.05073 5.74174 -0.141 -0.017 -0.143
C 2.97475 -4.32829 0.81821 -0.104 0.740 -0.137
C 4.13465 -4.88518 0.02004 -0.577 0.212 -0.965
O 4.79118 -5.94527 0.67674 0.398 -0.012 0.159
H 2.41969 -3.56823 0.25044 0.072 -0.245 -0.185
H 3.31344 -3.77244 1.69573 0.037 -0.417 0.199
H 2.27359 -5.11930 1.08035 0.033 0.004 0.192
H 4.84470 -4.10014 -0.25078 0.250 -0.095 0.487
H 3.77408 -5.21845 -0.96585 -0.082 -0.130 0.193
H 4.27971 -6.74467 0.53122 -0.001 -0.027 0.057
C -0.39651 -4.80866 2.15237 0.444 0.536 -0.661
C -1.66080 -5.07423 2.89529 -0.340 -0.507 0.772
O -2.71511 -5.27266 1.95275 0.180 0.044 0.097
H -0.20589 -5.58346 1.40798 -0.014 -0.127 0.144
H 0.46871 -4.72358 2.80884 -0.050 -0.083 0.123
H -0.46349 -3.86875 1.59499 -0.041 -0.002 0.034
H -1.90326 -4.26581 3.59628 -0.016 0.182 -0.226
H -1.52655 -5.95661 3.54379 -0.118 -0.008 -0.319
H -3.41417 -5.77872 2.37273 -0.063 0.041 0.030
C -4.08322 -0.02162 0.40978 -0.243 -0.241 -0.357
C -3.50934 -0.59911 1.67102 -0.337 0.278 1.185
O -2.72725 0.42156 2.34191 0.281 -0.680 -0.480
H -3.33650 0.46770 -0.21543 0.088 0.114 0.165
H -4.88154 0.68394 0.63934 0.102 0.126 -0.054
H -4.51669 -0.80843 -0.21555 -0.045 -0.017 0.162
H -2.96092 -1.53336 1.50578 0.339 0.293 -0.100
H -4.29639 -0.86277 2.39234 -0.143 -0.102 -0.390
H -2.37624 0.04343 3.16633 -0.266 0.208 0.064
C 1.88992 0.67028 -3.63405 0.667 0.015 0.523
C 1.91370 -0.41534 -4.69965 -0.055 1.159 -0.108
O 2.92338 -1.37039 -4.44125 0.175 -0.195 0.095
H 2.81810 1.25597 -3.69970 -0.200 0.096 -0.176
H 1.92105 0.27140 -2.61559 -0.354 -0.216 -0.161
H 1.04553 1.35521 -3.70342 -0.058 -0.057 -0.171
H 2.14913 0.07164 -5.65314 -0.361 -0.146 -0.139
H 0.95266 -0.91499 -4.78405 0.058 -0.295 0.040
H 3.76246 -0.90665 -4.52985 0.088 -0.249 0.086
C -1.95122 -1.35685 -2.55860 0.361 -0.788 0.740
C -2.82130 -1.52476 -3.76255 -0.517 0.407 -0.729
O -3.77968 -0.42510 -3.83473 0.627 -0.609 0.096
H -2.43140 -1.69063 -1.63375 -0.218 0.405 -0.060
H -1.56013 -0.34820 -2.44012 -0.090 0.085 -0.057
H -1.09686 -2.03744 -2.64030 0.054 0.144 -0.203
H -3.38338 -2.46446 -3.75511 0.152 0.028 0.162
H -2.18508 -1.53813 -4.65857 -0.229 0.179 0.033
H -4.16936 -0.40335 -4.71313 -0.030 -0.015 0.026
C -3.31640 4.94708 0.49272 -0.337 0.009 0.123
C -3.05511 3.46433 0.68948 0.201 0.691 -0.005
O -2.88893 3.22106 2.08821 0.013 -0.547 -0.480
H -2.53715 5.54986 0.96317 0.000 -0.015 0.027
H -4.27756 5.21449 0.93786 0.117 0.074 0.078
H -3.37031 5.21366 -0.56396 0.072 -0.122 -0.020
H -2.14169 3.21617 0.12512 -0.142 -0.322 0.208
H -3.89641 2.89421 0.29353 0.129 -0.131 -0.064
H -2.87249 2.24467 2.19855 0.047 0.379 0.162
C 0.42739 -4.74037 -2.31251 0.568 0.017 0.242
C 1.55701 -3.85224 -2.76516 0.522 0.688 -1.517
O 1.54403 -3.79558 -4.21643 -0.231 0.023 0.449
H 0.49444 -4.88180 -1.22987 -0.191 -0.030 -0.059
H 0.53198 -5.70722 -2.80337 -0.081 -0.058 0.035
H -0.53526 -4.31506 -2.57760 -0.125 0.037 0.019
H 2.55575 -4.21338 -2.49408 -0.256 -0.189 0.412
H 1.49347 -2.80731 -2.42481 -0.222 -0.262 0.401
H 2.11330 -3.04889 -4.46648 -0.033 -0.281 0.059
```
Positions in Å, forces in eV/Å.

Energy relative to the best compared isomer or geometry (same formula, charge and spin)   31.3 kcal per mole
LUMO energy   0.0146 Ha
HOMO   -9.444 eV
Frontier orbital gap   9.84 eV
Total charge   0



2.
C24H33FeNO3 as an isolated structure in a non-equilibrium geometry, computed with ωB97M-V/def2-TZVPD.

```
62
Properties=species:S:1:pos:R:3:forces:R:3
O -2.64963 3.46745 -0.25077 -1.653 1.895 -0.574
C -3.31737 3.60652 -1.53128 0.277 -0.261 0.047
C -4.04470 4.88175 -1.10520 0.230 -0.222 0.341
H -3.95164 2.72896 -1.70923 0.118 0.192 -0.126
H -2.58914 3.73524 -2.33867 -0.143 -0.145 0.040
C -3.39577 4.60740 0.27000 -0.084 0.302 -0.179
H -5.13110 4.79510 -1.09593 0.056 0.285 -0.145
H -3.68171 5.80276 -1.56929 -0.263 -0.162 -0.063
C -4.40407 4.20790 1.32911 0.037 -0.032 0.133
H -5.05178 3.40491 0.95779 0.210 0.051 0.161
H -5.04195 5.06640 1.58248 0.161 -0.118 -0.050
H -3.87828 3.88961 2.23759 -0.219 -0.110 -0.146
C -2.43322 5.65883 0.76813 0.027 0.197 0.207
H -1.65053 5.86869 0.03051 -0.106 -0.158 0.150
H -1.98744 5.31106 1.70585 0.174 0.080 -0.168
H -2.95128 6.59787 0.98241 -0.070 -0.040 0.000
Fe 1.90242 -1.36091 0.42408 0.683 0.235 1.175
C 4.37940 -0.85973 0.35117 -0.713 0.367 -0.700
C 3.92355 -1.40910 -0.88507 0.467 1.355 -0.239
C 2.93623 -0.52348 -1.44131 0.861 0.496 0.742
H 4.32803 -2.29893 -1.36399 -0.293 0.258 0.146
C 2.75661 0.56139 -0.50252 0.586 -0.678 -0.026
C 3.60812 0.31362 0.62435 0.630 0.106 -1.178
H 3.71064 0.96799 1.48604 -0.087 -0.249 -0.163
H 5.20878 -1.24015 0.94378 -0.468 -0.089 0.054
H 2.46512 -0.60498 -2.41843 0.019 -0.132 0.373
H 2.15428 1.44868 -0.64905 0.193 -0.240 0.135
C 2.00133 -2.78104 2.58117 -0.671 0.680 -0.137
C 2.36875 -1.41774 2.80571 -1.157 -0.307 0.359
C 1.24404 -0.58657 2.47039 -0.276 -1.034 0.309
H 3.29805 -1.07723 3.25662 -0.197 -0.062 -0.298
C 0.18605 -1.45403 1.99610 0.755 -0.170 0.524
C 0.68052 -2.79756 2.03645 0.052 0.716 1.289
H 0.08932 -3.68270 1.82588 0.253 0.146 -0.231
H 2.59019 -3.65832 2.84931 -0.058 0.301 -0.403
H 1.14720 0.47871 2.66514 0.133 -0.216 -0.261
H -0.83663 -1.15672 1.76875 0.356 -0.046 -0.102
O -2.49703 0.91383 -0.26304 0.830 0.390 -1.178
C -1.23438 1.55399 0.03562 0.823 -1.293 1.199
C -0.52280 1.91845 -1.26898 -0.086 -0.057 -0.048
H -0.62177 0.81897 0.58620 -0.056 0.032 -0.273
H -1.40017 2.39995 0.69861 0.173 -0.528 -0.139
C -1.26845 1.10684 -2.35038 -0.065 0.524 0.002
H 0.51704 1.59084 -1.23256 -0.330 0.224 0.043
H -0.55666 2.99919 -1.45503 0.008 -0.265 -0.011
C -2.28605 0.29187 -1.54207 0.236 -0.843 0.338
H -0.57500 0.45369 -2.88892 -0.217 0.031 0.061
H -1.72520 1.78418 -3.08276 -0.078 -0.241 0.122
H -1.81914 -0.70255 -1.39152 -0.364 0.205 0.088
H -3.25679 0.14744 -2.02723 0.102 0.110 0.076
O 1.52964 -2.85019 -0.61767 -0.207 -1.282 -1.525
N 1.78527 -4.17608 -0.50493 -0.603 1.221 0.094
C 3.01748 -4.66588 -0.21604 1.345 -1.289 0.386
C 3.20723 -6.03756 -0.13588 0.335 1.754 -0.072
C 2.13144 -6.89610 -0.37508 0.129 -1.801 0.099
C 0.86107 -6.36064 -0.59463 -0.765 1.570 -0.157
C 0.70458 -4.98671 -0.65384 -0.836 -1.862 -0.107
H 3.82522 -3.95710 -0.05318 -0.448 -0.070 0.033
H 4.20162 -6.40213 0.12028 -0.251 0.065 -0.124
H 2.27229 -7.97606 -0.36325 -0.019 0.233 0.069
H -0.02945 -6.97866 -0.69501 0.241 0.063 -0.049
H -0.24233 -4.48120 -0.81677 0.279 -0.079 0.077
```
Positions in Å, forces in eV/Å.

Energy relative to the best compared isomer or geometry (same formula, charge and spin)   0.0 kcal per mole
LUMO energy (spin up / spin down)   0.0850 / 0.0850 Ha
Spin multiplicity   6
HOMO (spin up / spin down)   -1.298 / -3.877 eV
Expectation value of S²   8.789
Frontier orbital gap (spin up / spin down)   3.61 / 6.19 eV
Total charge   -1



3.
A 10-piece molecular cluster, C22H54N2O8S6 overall in a non-equilibrium geometry, computed with ωB97M-V/def2-TZVPD.

```
92
Properties=species:S:1:pos:R:3:forces:R:3
C 0.08448 0.54021 -0.77206 -0.975 0.459 0.614
C 0.44169 -0.85525 -0.80967 0.006 1.920 0.148
N 0.84307 -1.91116 -0.88644 0.514 -2.196 -0.070
H 0.43537 1.02265 -1.67443 -0.093 0.009 -0.137
H 0.43919 1.06354 0.11199 0.469 -0.289 0.030
H -0.99836 0.62641 -0.67731 -0.073 0.060 -0.375
C -3.11121 0.16719 -2.87427 0.809 0.231 0.159
C -4.09761 1.16410 -2.48697 0.479 -0.780 -0.255
N -4.88380 1.94069 -2.20323 -0.573 0.686 0.254
H -2.35502 0.62041 -3.52133 -0.248 -0.089 -0.190
H -3.55910 -0.70836 -3.32593 -0.161 -0.009 -0.089
H -2.54158 -0.16962 -2.00791 -0.311 -0.071 0.108
C -4.86940 -4.95124 -1.17491 -0.324 0.214 -0.666
S -3.91168 -3.53606 -0.64848 0.028 -0.509 1.036
O -4.22699 -2.47224 -1.60929 -0.151 0.828 -0.846
C -2.31027 -4.19326 -1.08161 0.196 0.182 0.699
H -5.90411 -4.60677 -1.20820 0.003 -0.117 0.338
H -4.74043 -5.80455 -0.51950 0.014 -0.103 0.077
H -4.60804 -5.16986 -2.21499 0.157 -0.153 0.166
H -1.60815 -3.35873 -1.03274 -0.107 0.054 -0.364
H -2.37532 -4.67696 -2.04907 0.297 -0.013 -0.152
H -1.98826 -4.85607 -0.27406 -0.162 -0.299 -0.225
C 2.46749 -0.32478 -5.09390 0.594 -0.022 -0.487
S 1.12853 0.79962 -4.81589 0.135 0.227 -1.010
O 0.25908 0.16007 -3.82215 -0.804 -0.435 0.795
C 2.07041 2.02218 -3.94782 0.142 0.549 0.308
H 3.18382 0.14449 -5.77664 -0.022 -0.008 0.138
H 2.07480 -1.20559 -5.59370 -0.103 -0.107 0.134
H 2.94383 -0.57289 -4.14749 -0.042 -0.125 0.050
H 2.60142 1.57429 -3.10537 0.026 -0.053 -0.052
H 1.34428 2.74452 -3.57525 0.033 0.043 0.002
H 2.74915 2.53335 -4.63036 0.062 -0.067 0.011
C 0.89274 -5.21764 -1.62211 0.337 0.338 -0.197
S 1.96165 -5.36896 -3.05755 -0.460 -0.072 -0.355
O 3.19301 -6.08593 -2.67126 0.466 -0.221 0.226
C 2.37523 -3.64597 -3.30702 0.353 0.250 0.152
H 0.37549 -6.16785 -1.55266 -0.102 -0.043 0.220
H 0.21966 -4.39215 -1.83237 -0.203 -0.108 0.041
H 1.46221 -4.97630 -0.72747 0.096 -0.126 0.027
H 1.49131 -3.03448 -3.14330 -0.032 0.102 -0.288
H 2.77007 -3.59242 -4.31991 -0.202 0.136 -0.106
H 3.16687 -3.29910 -2.63923 -0.121 -0.280 0.239
C 5.03623 0.61512 1.05993 0.463 0.677 0.039
S 3.78963 1.17216 -0.09827 0.835 -0.107 -0.396
O 2.64483 1.57880 0.74175 -0.726 0.163 0.345
C 4.59979 2.74782 -0.47158 -1.059 0.221 0.219
H 6.03028 0.69820 0.61702 -0.073 -0.240 -0.141
H 4.85258 -0.38588 1.42467 -0.154 -0.121 0.005
H 4.97910 1.36683 1.85099 -0.038 -0.296 0.227
H 5.53354 2.68315 -1.01186 0.177 -0.083 -0.027
H 4.64576 3.28304 0.47971 0.421 -0.122 0.007
H 3.83302 3.28507 -1.03751 0.278 -0.054 -0.291
C -1.26446 5.85512 -0.35965 -0.195 -0.413 -1.015
S -0.31157 4.58153 0.43094 0.899 0.851 0.621
O -1.25179 3.46953 0.60896 -0.763 -1.127 0.342
C 0.80572 4.04200 -0.84360 0.646 -0.229 -0.388
H -0.64476 6.58258 -0.87763 0.071 0.216 0.270
H -1.90816 6.27923 0.40147 0.050 0.227 0.078
H -1.88911 5.34359 -1.09982 -0.020 0.078 0.070
H 1.37453 4.83477 -1.33288 -0.287 0.210 0.035
H 0.27255 3.41874 -1.56230 -0.186 0.200 -0.046
H 1.53992 3.40766 -0.33486 -0.241 -0.047 0.078
C -0.29113 2.13582 3.73271 0.346 -0.703 -0.318
S -1.28690 3.25482 4.66609 -0.797 0.420 -1.486
O -1.02901 3.01005 6.07954 0.351 -0.345 1.582
C -0.38184 4.74300 4.27184 0.253 0.471 0.726
H 0.74341 2.15440 4.08261 -0.064 0.090 0.068
H -0.34189 2.36729 2.66961 -0.090 0.149 -0.064
H -0.70514 1.13639 3.87899 0.022 0.013 0.016
H -0.63432 5.22095 3.33379 -0.073 -0.236 -0.267
H 0.68441 4.53949 4.36623 0.053 0.028 -0.157
H -0.65866 5.40869 5.09320 0.004 0.074 -0.124
C -3.55563 1.17739 2.32362 -0.643 -0.703 0.371
C -3.35379 -0.14519 3.05056 -0.612 0.517 -0.423
O -2.38210 -0.82593 2.86475 0.869 -0.453 -0.143
C -4.42374 -0.58433 4.01334 -0.104 0.183 0.230
H -4.61915 1.34125 2.12647 0.078 0.056 0.121
H -3.03511 1.20187 1.37761 0.422 0.124 -0.007
H -3.21867 1.94205 3.02162 0.078 0.320 -0.191
H -3.97519 -1.10413 4.85694 0.047 0.104 0.072
H -5.07027 -1.30672 3.52033 -0.107 -0.020 -0.224
H -5.03836 0.25658 4.33811 0.033 -0.111 0.097
C 1.01558 -3.25438 2.40497 -0.109 0.651 0.031
C 1.96893 -2.62371 3.38908 -0.851 0.568 -1.437
O 2.61092 -3.27459 4.14633 0.992 -1.321 1.339
C 2.17037 -1.13237 3.36682 0.785 0.146 1.260
H 0.18066 -2.55392 2.29660 -0.210 -0.437 -0.123
H 0.72867 -4.24181 2.74932 -0.178 -0.013 0.057
H 1.47994 -3.34673 1.42028 0.093 0.122 0.036
H 1.29582 -0.50371 3.48419 -0.341 -0.093 -0.626
H 2.81084 -0.85791 2.53314 -0.349 0.222 -0.330
H 2.75831 -0.96317 4.27764 0.058 0.179 -0.224
```
Positions in Å, forces in eV/Å.

Energy relative to the best compared isomer or geometry (same formula, charge and spin)   0.0 kcal per mole
LUMO energy   -0.0066 Ha
HOMO   -8.604 eV
Frontier orbital gap   8.43 eV
Total charge   0